w.
A 2-piece molecular cluster, C6H10O3 overall. Source: OMol25; level of theory: the ωB97M-V functional and the def2-TZVPD basis.

Output
Gap between HOMO and LUMO: 10.34 eV
HOMO: -9.8 eV
LUMO: 0.54 eV

Last column: natural (NBO) charge in e.
Cartesian coordinates (Å):
C: -0.649 -1.201 -0.710  -0.593
C: -1.042 -0.005 0.133  -0.152
C: -2.371 0.615 -0.251  -0.589
C: -0.669 -0.017 1.630  -0.545
C: 0.013 0.850 0.671  0.643
O: 0.877 1.659 0.485  -0.549
H: -0.646 -0.932 -1.765  0.224
H: -1.360 -2.012 -0.562  0.217
H: 0.345 -1.559 -0.448  0.217
H: -2.344 0.953 -1.285  0.221
H: -3.166 -0.123 -0.152  0.216
H: -2.604 1.468 0.382  0.215
H: -1.354 0.425 2.336  0.243
H: -0.135 -0.867 2.031  0.242
O: 3.797 -1.138 -0.966  -0.567
C: 3.171 -0.248 -0.483  0.647
O: 3.097 0.976 -0.985  -0.685
H: 2.582 -0.387 0.452  0.076
H: 2.459 1.542 -0.513  0.518



x.
One molecule with the formula C6H10O3. Source: OMol25; level of theory: the ωB97M-V functional and the def2-TZVPD basis.

Output
Gap between HOMO and LUMO: 9.04 eV
HOMO: -8.3 eV
LUMO: 0.76 eV

Last column: natural (NBO) charge in e.
Cartesian coordinates (Å):
C: -0.319 -1.647 1.086  0.467
C: 1.132 -0.067 0.315  0.486
C: 2.202 -0.166 -0.770  -0.621
C: -2.435 1.334 -0.504  -0.634
C: -0.244 0.202 -0.281  -0.263
C: -1.057 1.196 0.038  -0.159
O: 1.009 -1.384 0.886  -0.577
O: -0.598 -2.868 0.786  -0.661
O: 1.545 0.873 1.242  -0.699
H: 0.171 -3.406 0.497  0.468
H: 0.873 0.924 1.945  0.481
H: -0.541 -0.525 -1.025  0.206
H: -0.743 1.958 0.742  0.193
H: 3.113 -0.560 -0.322  0.226
H: 2.391 0.825 -1.162  0.228
H: 1.875 -0.823 -1.570  0.213
H: -3.147 1.369 0.322  0.219
H: -2.541 2.264 -1.073  0.217
H: -2.685 0.500 -1.150  0.210



The structure with the least stability is x.



w.
One molecule with the formula C7H14. Source: OMol25; level of theory: the ωB97M-V functional and the def2-TZVPD basis.

Output
Gap between HOMO and LUMO: 10.13 eV
HOMO: -8.9 eV
LUMO: 1.23 eV

Last column: natural (NBO) charge in e.
Cartesian coordinates (Å):
C: 1.849 -0.283 -0.184  -0.605
C: 0.946 0.270 0.918  -0.215
C: 1.448 1.642 1.383  -0.601
C: -0.519 0.365 0.465  -0.394
C: -1.133 -0.926 -0.106  -0.293
C: -2.492 -0.787 -0.711  -0.414
C: -1.404 -1.049 -1.659  -0.396
H: 1.791 0.341 -1.084  0.200
H: 2.895 -0.307 0.139  0.209
H: 1.568 -1.305 -0.463  0.205
H: 0.991 -0.419 1.774  0.195
H: 2.482 1.587 1.746  0.208
H: 1.427 2.363 0.556  0.200
H: 0.830 2.046 2.193  0.207
H: -1.104 0.760 1.316  0.210
H: -0.604 1.133 -0.320  0.187
H: -0.549 -1.787 -0.285  0.255
H: -3.274 -1.520 -0.567  0.216
H: -2.838 0.241 -0.776  0.220
H: -0.926 -0.300 -2.264  0.206
H: -1.384 -2.065 -2.074  0.203



x.
A 2-piece molecular cluster, C7H14 overall. Source: OMol25; level of theory: the ωB97M-V functional and the def2-TZVPD basis.

Output
Gap between HOMO and LUMO: 10.28 eV
HOMO: -9.2 eV
LUMO: 1.08 eV

Last column: natural (NBO) charge in e.
Cartesian coordinates (Å):
C: 3.130 1.230 0.600  -0.379
C: 1.983 0.788 0.078  -0.227
C: 1.396 -0.552 0.412  -0.242
C: 1.441 -1.561 -0.478  -0.378
H: 3.586 2.156 0.265  0.203
H: 3.655 0.673 1.370  0.194
H: 1.489 1.342 -0.716  0.206
H: 1.275 -0.753 1.472  0.212
H: 1.283 -2.580 -0.144  0.201
H: 1.573 -1.387 -1.541  0.197
C: -2.278 -0.171 1.089  -0.608
C: -1.485 0.480 -0.029  -0.398
C: -1.829 -0.073 -1.396  -0.616
H: -2.084 -1.247 1.127  0.200
H: -2.015 0.258 2.061  0.207
H: -3.354 -0.032 0.945  0.202
H: -1.674 1.560 -0.030  0.191
H: -0.332 0.511 0.232  0.216
H: -1.511 0.630 -2.174  0.207
H: -2.902 -0.241 -1.533  0.207
H: -1.346 -1.032 -1.608  0.206



y.
One molecule with the formula C7H14. Source: OMol25; level of theory: the ωB97M-V functional and the def2-TZVPD basis.

Output
Gap between HOMO and LUMO: 11.85 eV
HOMO: -10.7 eV
LUMO: 1.19 eV

Last column: natural (NBO) charge in e.
Cartesian coordinates (Å):
C: 0.738 -0.740 1.343  -0.401
C: 1.478 0.203 0.391  -0.400
C: 0.754 1.510 0.056  -0.402
C: -0.643 1.339 -0.572  -0.402
C: -0.812 0.067 -1.414  -0.406
C: -0.839 -1.276 -0.625  -0.407
C: -0.678 -1.145 0.895  -0.402
H: 0.686 -0.284 2.341  0.199
H: 1.349 -1.646 1.455  0.201
H: 2.453 0.446 0.832  0.210
H: 1.702 -0.330 -0.543  0.193
H: 0.675 2.123 0.964  0.199
H: 1.391 2.076 -0.637  0.202
H: -1.414 1.363 0.207  0.194
H: -0.849 2.205 -1.214  0.209
H: -1.744 0.165 -1.984  0.207
H: -0.012 0.037 -2.165  0.197
H: -1.788 -1.789 -0.828  0.207
H: -0.053 -1.944 -1.003  0.198
H: -0.932 -2.105 1.362  0.209
H: -1.415 -0.430 1.277  0.194



z.
One molecule with the formula C7H14. Source: OMol25; level of theory: the ωB97M-V functional and the def2-TZVPD basis.

Output
Gap between HOMO and LUMO: 9.95 eV
HOMO: -8.9 eV
LUMO: 1.09 eV

Last column: natural (NBO) charge in e.
Cartesian coordinates (Å):
C: 0.467 -0.453 -2.795  -0.643
C: 0.178 -0.564 -1.300  -0.183
C: 0.580 0.344 -0.415  0.019
C: 1.243 1.649 -0.762  -0.653
C: -0.208 0.512 0.901  -0.418
C: -0.651 -0.815 1.504  -0.404
C: -1.477 -0.701 2.772  -0.610
H: 0.558 -1.447 -3.229  0.209
H: -0.427 0.020 -3.212  0.212
H: 1.367 0.112 -3.013  0.211
H: -0.489 -1.397 -1.106  0.194
H: 0.499 2.405 -1.005  0.218
H: 1.889 1.918 0.065  0.211
H: 1.918 1.649 -1.597  0.214
H: -0.972 1.238 0.638  0.207
H: 0.578 0.933 1.536  0.197
H: 0.308 -1.334 1.614  0.204
H: -1.207 -1.445 0.804  0.196
H: -1.348 0.223 3.323  0.204
H: -2.533 -0.601 2.514  0.203
H: -1.333 -1.522 3.472  0.212



The structure with the least stability is x.



w.
A 2-piece molecular cluster, C7H14 overall. Source: OMol25; level of theory: the ωB97M-V functional and the def2-TZVPD basis.

Output
Gap between HOMO and LUMO: 11.00 eV
HOMO: -9.9 eV
LUMO: 1.08 eV

Last column: natural (NBO) charge in e.
Cartesian coordinates (Å):
C: 0.848 0.785 1.990  -0.281
C: -0.285 1.156 1.754  0.010
C: -1.648 1.601 1.470  -0.700
H: 1.852 0.456 2.200  0.245
H: -2.230 0.785 1.010  0.239
H: -1.634 2.458 0.776  0.242
H: -2.151 1.911 2.401  0.242
C: 1.574 -2.040 -0.155  -0.607
C: 1.134 -0.737 -0.821  -0.397
C: -0.384 -0.571 -0.836  -0.399
C: -0.824 0.732 -1.502  -0.609
H: 2.673 -2.132 -0.159  0.206
H: 1.147 -2.903 -0.694  0.202
H: 1.222 -2.068 0.890  0.204
H: 1.581 0.121 -0.283  0.204
H: 1.506 -0.711 -1.863  0.192
H: -0.831 -1.429 -1.374  0.194
H: -0.756 -0.596 0.206  0.202
H: -0.472 0.761 -2.547  0.206
H: -0.397 1.595 -0.964  0.203
H: -1.923 0.825 -1.498  0.204



x.
One molecule with the formula C7H14. Source: OMol25; level of theory: the ωB97M-V functional and the def2-TZVPD basis.

Output
Gap between HOMO and LUMO: 11.42 eV
HOMO: -10.3 eV
LUMO: 1.14 eV

Last column: natural (NBO) charge in e.
Cartesian coordinates (Å):
C: -0.002 1.519 0.701  -0.623
C: -0.065 0.682 -0.570  -0.208
C: -1.093 -0.479 -0.506  -0.201
C: -2.387 -0.321 0.278  -0.614
C: 0.060 -1.381 0.004  -0.402
C: 1.037 -0.396 -0.676  -0.203
C: 2.407 -0.069 -0.126  -0.612
H: 0.883 2.161 0.706  0.212
H: 0.041 0.903 1.605  0.201
H: -0.882 2.163 0.785  0.213
H: -0.126 1.355 -1.432  0.196
H: -1.338 -0.780 -1.533  0.198
H: -2.205 -0.058 1.327  0.203
H: -3.007 0.473 -0.160  0.209
H: -2.975 -1.247 0.262  0.212
H: 0.068 -2.429 -0.307  0.204
H: 0.140 -1.346 1.097  0.194
H: 1.132 -0.685 -1.729  0.197
H: 2.752 0.864 -0.576  0.208
H: 2.385 0.079 0.955  0.203
H: 3.144 -0.839 -0.349  0.212



y.
One molecule with the formula C7H14. Source: OMol25; level of theory: the ωB97M-V functional and the def2-TZVPD basis.

Output
Gap between HOMO and LUMO: 9.37 eV
HOMO: -8.3 eV
LUMO: 1.11 eV

Last column: natural (NBO) charge in e.
Cartesian coordinates (Å):
C: -1.796 -0.454 1.477  -0.603
C: -1.013 -0.856 0.289  -0.363
C: 0.252 0.109 0.249  -0.086
C: 1.123 0.356 1.497  -0.620
C: 0.921 -0.841 -0.852  -0.385
C: 0.888 0.608 -1.009  -0.229
C: 0.111 1.197 -2.133  -0.599
H: -2.721 -1.018 1.541  0.200
H: -1.196 -0.634 2.369  0.196
H: -1.957 0.618 1.382  0.201
H: -0.884 -1.971 0.385  0.186
H: -1.634 -0.758 -0.609  0.206
H: 0.850 -0.208 2.390  0.212
H: 1.150 1.406 1.828  0.215
H: 2.173 0.082 1.324  0.205
H: 1.778 -1.346 -0.461  0.205
H: 0.355 -1.419 -1.600  0.210
H: 1.866 1.045 -0.819  0.223
H: -0.050 2.256 -1.938  0.211
H: -0.865 0.715 -2.256  0.206
H: 0.652 1.072 -3.074  0.209



z.
One molecule with the formula C7H14. Source: OMol25; level of theory: the ωB97M-V functional and the def2-TZVPD basis.

Output
Gap between HOMO and LUMO: 11.27 eV
HOMO: -10.1 eV
LUMO: 1.15 eV

Last column: natural (NBO) charge in e.
Cartesian coordinates (Å):
C: -1.147 0.904 -1.320  -0.601
C: -0.978 -0.013 -0.110  -0.220
C: -2.297 -0.591 0.393  -0.600
C: 0.174 -1.024 -0.294  -0.409
C: 1.326 -0.568 0.600  -0.226
C: 2.635 0.024 0.209  -0.412
C: 1.552 0.876 0.913  -0.434
H: -1.562 0.390 -2.197  0.203
H: -1.810 1.739 -1.068  0.206
H: -0.177 1.323 -1.617  0.201
H: -0.601 0.640 0.697  0.205
H: -2.907 0.219 0.808  0.206
H: -2.883 -1.086 -0.389  0.200
H: -2.122 -1.317 1.197  0.205
H: -0.124 -2.034 0.019  0.213
H: 0.498 -1.109 -1.340  0.206
H: 1.432 -1.166 1.505  0.208
H: 3.540 -0.424 0.624  0.215
H: 2.779 0.371 -0.811  0.207
H: 1.146 1.628 0.235  0.209
H: 1.525 1.217 1.949  0.217



The structure with the least stability is y.



w.
One molecule with the formula C7H14. Source: OMol25; level of theory: the ωB97M-V functional and the def2-TZVPD basis.

Output
Gap between HOMO and LUMO: 8.49 eV
HOMO: -7.9 eV
LUMO: 0.56 eV

Last column: natural (NBO) charge in e.
Cartesian coordinates (Å):
C: -0.101 0.981 -1.372  -0.633
C: 0.243 -0.403 -0.808  -0.398
C: 1.641 -0.735 -0.397  0.197
C: 2.491 0.422 -0.041  -0.803
C: -0.557 -0.768 0.499  -0.195
C: -0.561 0.346 1.548  -0.618
C: -1.990 -1.181 0.157  -0.598
H: -1.164 1.040 -1.637  0.215
H: 0.471 1.177 -2.287  0.213
H: 0.108 1.795 -0.671  0.205
H: -0.066 -1.160 -1.542  0.223
H: -0.058 -1.644 0.936  0.227
H: 3.065 0.527 -0.982  0.281
H: 3.240 0.170 0.717  0.239
H: 2.037 1.402 0.170  0.193
H: -1.045 -0.010 2.465  0.216
H: -1.124 1.221 1.201  0.204
H: 0.448 0.677 1.815  0.209
H: -2.006 -2.019 -0.547  0.212
H: -2.522 -1.491 1.064  0.211
H: -2.550 -0.348 -0.287  0.201



x.
A 2-piece molecular cluster, C7H14 overall. Source: OMol25; level of theory: the ωB97M-V functional and the def2-TZVPD basis.

Output
Gap between HOMO and LUMO: 9.50 eV
HOMO: -8.6 eV
LUMO: 0.95 eV

Last column: natural (NBO) charge in e.
Cartesian coordinates (Å):
C: 1.662 -0.217 -0.800  -0.368
C: 0.959 -0.184 0.334  -0.025
C: 1.071 -1.326 1.304  -0.635
C: 0.067 0.931 0.698  -0.024
C: -0.227 1.930 -0.131  -0.374
C: -0.529 0.915 2.077  -0.634
H: 1.642 0.576 -1.525  0.191
H: 2.301 -1.050 -1.035  0.193
H: 1.766 -2.074 0.929  0.217
H: 0.097 -1.803 1.447  0.213
H: 1.424 -0.982 2.279  0.215
H: 0.161 1.999 -1.130  0.192
H: -0.884 2.730 0.171  0.193
H: -1.088 -0.002 2.253  0.214
H: -1.204 1.758 2.205  0.217
H: 0.252 0.984 2.833  0.214
C: -1.496 -0.835 -2.382  -0.849
H: -1.702 0.038 -1.780  0.218
H: -0.767 -0.591 -3.140  0.210
H: -2.407 -1.177 -2.857  0.209
H: -1.100 -1.619 -1.749  0.213



y.
A 2-piece molecular cluster, C7H14 overall. Source: OMol25; level of theory: the ωB97M-V functional and the def2-TZVPD basis.

Output
Gap between HOMO and LUMO: 9.75 eV
HOMO: -8.9 eV
LUMO: 0.86 eV

Last column: natural (NBO) charge in e.
Cartesian coordinates (Å):
C: 0.753 1.036 1.021  -0.609
C: 0.827 0.296 -0.280  -0.223
C: 1.857 -0.817 -0.293  -0.607
C: 0.938 1.207 -1.487  -0.606
H: 0.176 0.394 1.728  0.201
H: 1.736 1.299 1.413  0.203
H: 0.155 1.943 0.974  0.203
H: -0.273 -0.273 -0.330  0.225
H: 2.869 -0.409 -0.256  0.198
H: 1.768 -1.410 -1.203  0.208
H: 1.727 -1.478 0.561  0.207
H: 0.840 0.641 -2.412  0.207
H: 0.170 1.979 -1.465  0.204
H: 1.909 1.707 -1.503  0.198
C: -1.989 -1.864 -0.884  -0.254
C: -1.795 -1.012 -0.054  -0.055
C: -2.278 -0.250 1.310  -0.631
H: -2.061 -2.657 -1.573  0.234
H: -2.142 0.832 1.282  0.230
H: -1.831 -0.765 2.156  0.233
H: -3.357 -0.399 1.292  0.234



z.
A 3-piece molecular cluster, C7H14 overall. Source: OMol25; level of theory: the ωB97M-V functional and the def2-TZVPD basis.

Output
Gap between HOMO and LUMO: 10.55 eV
HOMO: -9.3 eV
LUMO: 1.22 eV

Last column: natural (NBO) charge in e.
Cartesian coordinates (Å):
C: 0.676 -1.424 0.049  -0.398
C: 1.689 -0.617 -0.194  0.017
C: 2.976 -0.059 0.223  -0.451
C: 2.366 0.270 -1.142  -0.454
H: 0.589 -1.969 0.986  0.200
H: -0.104 -1.568 -0.692  0.198
H: 3.000 0.734 0.970  0.222
H: 3.831 -0.729 0.256  0.222
H: 2.812 -0.170 -2.030  0.221
H: 1.980 1.277 -1.283  0.225
H: 0.383 1.630 0.684  0.018
H: 1.046 1.901 0.886  -0.026
C: -2.021 1.367 0.528  -0.416
C: -2.134 0.048 0.650  -0.163
C: -2.707 -0.855 -0.404  -0.653
H: -2.291 1.881 -0.393  0.191
H: -1.656 1.985 1.344  0.203
H: -1.831 -0.423 1.586  0.197
H: -3.758 -1.072 -0.181  0.222
H: -2.660 -0.390 -1.395  0.214
H: -2.188 -1.818 -0.449  0.212



The structure with the least stability is z.